No. 1
Density functional theory data (ωB97M-V/def2-TZVPD) for C16H31Br3N5O2 as an isolated structure at a distorted geometry.

```
57
Properties=species:S:1:pos:R:3
Br -2.60 0.31 -5.99
Br -1.42 -2.68 -6.10
Br -1.05 -0.72 -8.62
O 5.09 -2.10 2.08
O 6.79 -3.08 0.90
N -0.35 0.40 2.70
N 0.96 -1.13 1.70
N -1.44 1.29 0.60
N 0.27 -0.46 0.71
N 1.29 -1.90 -3.35
C -4.65 4.28 1.58
C -3.83 5.43 2.37
C 2.81 -2.52 2.90
C -3.82 1.83 1.41
C 5.75 -2.38 0.82
C -0.07 -0.24 -1.88
C 0.62 -0.93 -0.64
C 5.16 -1.88 -0.59
C 0.61 -0.62 3.00
C -0.61 0.51 1.29
C 4.19 -3.23 2.39
C -4.65 2.86 2.35
C 1.95 -2.24 1.58
C -2.28 2.26 1.42
C 0.66 -0.54 -3.31
C -2.17 -1.21 -7.12
H 2.25 -3.30 3.53
H 4.39 -1.05 -0.48
H -4.15 4.19 0.55
H -1.62 1.32 -0.40
H -2.22 3.26 0.83
H 2.71 -2.09 0.72
H -4.23 1.94 0.33
H 6.05 -1.52 -1.22
H 0.39 -2.06 -0.69
H -3.12 -1.57 -7.54
H 1.77 -0.87 -0.81
H -1.17 -0.56 -2.01
H 4.00 -3.89 1.47
H -1.84 2.48 2.44
H 1.47 0.26 -3.50
H -5.69 2.48 2.62
H 4.67 -3.80 3.26
H -3.04 5.00 3.08
H 1.59 -2.09 -4.32
H -4.00 3.00 3.29
H -4.62 6.05 2.93
H -0.15 -0.49 -4.14
H -5.71 4.66 1.40
H -0.10 0.91 -1.79
H 2.16 -1.85 -2.79
H 1.38 -3.21 1.32
H 0.95 -0.91 4.04
H -3.28 6.11 1.63
H -3.94 0.73 1.74
H 4.73 -2.82 -1.10
H 3.13 -1.59 3.47
```

Values from the calculation:
ΔE to the lowest compared entry with this formula, charge and spin (eV): 4.596
Total energy (eV): -238756.176
Kohn-Sham gap (hartree): 0.344
Net charge: +1
E_HOMO (eV): -12.32

No. 2
Density functional theory data (ωB97M-V/def2-TZVPD) for C10H18MgO12S as an isolated structure at a distorted geometry.

```
42
Properties=species:S:1:pos:R:3
S -4.80 -23.30 23.58
Mg -4.81 -20.50 22.52
O -4.03 -21.53 20.80
O -8.20 -21.80 22.50
O -5.88 -18.99 23.77
O -5.63 -24.31 22.93
O -5.30 -21.92 23.52
O -3.00 -20.22 23.11
O -6.62 -20.46 21.51
O -4.93 -23.84 24.89
O -3.42 -23.31 23.03
O -7.20 -17.20 24.60
O -8.87 -20.27 21.03
O -5.13 -17.11 24.88
C -5.66 -16.58 26.05
C -7.80 -20.73 21.74
C -4.20 -21.85 19.43
C -10.10 -20.79 21.65
C -6.06 -17.85 24.33
C -9.58 -21.97 22.39
C -5.08 -15.18 26.30
C -7.10 -16.34 25.70
C -11.19 -21.19 20.58
C -2.31 -19.72 24.25
H -11.47 -20.35 19.95
H -5.36 -14.85 27.30
H -12.03 -21.68 21.07
H -3.38 -22.50 19.13
H -7.36 -15.31 25.48
H -5.16 -22.33 19.19
H -10.02 -22.08 23.39
H -1.66 -20.43 24.76
H -4.17 -20.95 18.81
H -7.78 -16.61 26.51
H -3.06 -19.49 25.01
H -4.00 -15.24 26.38
H -5.30 -14.56 25.43
H -5.57 -17.27 26.89
H -10.46 -19.97 22.28
H -9.78 -22.86 21.81
H -1.71 -18.84 24.06
H -10.83 -22.00 19.95
```

Values from the calculation:
ΔE to the lowest compared entry with this formula, charge and spin (eV): 4.008
Total energy (eV): -51509.606
Kohn-Sham gap (hartree): 0.089
Net charge: -2
E_HOMO (eV): 1.21

What did the second record say?
Density functional theory data (ωB97M-V/def2-TZVPD) for C10H18MgO12S as an isolated structure at a distorted geometry.

```
42
Properties=species:S:1:pos:R:3
S -4.80 -23.30 23.58
Mg -4.81 -20.50 22.52
O -4.03 -21.53 20.80
O -8.20 -21.80 22.50
O -5.88 -18.99 23.77
O -5.63 -24.31 22.93
O -5.30 -21.92 23.52
O -3.00 -20.22 23.11
O -6.62 -20.46 21.51
O -4.93 -23.84 24.89
O -3.42 -23.31 23.03
O -7.20 -17.20 24.60
O -8.87 -20.27 21.03
O -5.13 -17.11 24.88
C -5.66 -16.58 26.05
C -7.80 -20.73 21.74
C -4.20 -21.85 19.43
C -10.10 -20.79 21.65
C -6.06 -17.85 24.33
C -9.58 -21.97 22.39
C -5.08 -15.18 26.30
C -7.10 -16.34 25.70
C -11.19 -21.19 20.58
C -2.31 -19.72 24.25
H -11.47 -20.35 19.95
H -5.36 -14.85 27.30
H -12.03 -21.68 21.07
H -3.38 -22.50 19.13
H -7.36 -15.31 25.48
H -5.16 -22.33 19.19
H -10.02 -22.08 23.39
H -1.66 -20.43 24.76
H -4.17 -20.95 18.81
H -7.78 -16.61 26.51
H -3.06 -19.49 25.01
H -4.00 -15.24 26.38
H -5.30 -14.56 25.43
H -5.57 -17.27 26.89
H -10.46 -19.97 22.28
H -9.78 -22.86 21.81
H -1.71 -18.84 24.06
H -10.83 -22.00 19.95
```

Values from the calculation:
ΔE to the lowest compared entry with this formula, charge and spin (eV): 4.008
Total energy (eV): -51509.606
Kohn-Sham gap (hartree): 0.089
Net charge: -2
E_HOMO (eV): 1.21